(1)
This record from OMol25 describes a cluster of 9 separate species, C30H78Cl4N6O9 in total. The level of theory is ωB97M-V with the def2-TZVPD basis set.

Positions of all 127 atoms, in Å:
H (-0.522, -1.194, -7.865)
O (2.247, -2.038, -5.120)
C (-1.130, -0.128, 2.481)
H (-4.098, 2.903, 0.202)
H (-7.764, 0.615, 3.116)
C (-0.182, 1.202, -6.576)
H (-1.361, -0.704, 3.382)
H (4.487, 3.721, -1.134)
H (-1.226, 2.135, -1.468)
C (3.010, 4.995, -2.077)
Cl (-5.148, -2.305, 0.835)
H (3.984, -4.530, 1.236)
Cl (0.312, 5.117, 2.035)
N (3.631, 4.808, -3.412)
C (0.562, -0.871, 5.820)
H (4.624, 4.618, -3.293)
C (5.712, -3.334, 3.069)
Cl (-1.503, 4.810, -0.236)
C (-1.505, -4.067, 4.674)
H (0.890, -0.153, 5.073)
H (-0.634, -6.328, 5.679)
C (-4.929, 2.205, 2.642)
C (-0.157, -0.323, -8.422)
H (-0.389, 2.793, -4.340)
C (0.749, 2.237, -5.947)
H (-0.719, -3.777, -3.148)
H (1.171, -3.499, 6.778)
H (-5.173, 4.301, -0.072)
C (2.778, -2.427, -6.400)
H (-0.959, 0.127, -9.015)
C (1.501, 5.096, -2.225)
H (4.446, 3.068, 1.137)
H (1.573, -2.006, 1.913)
H (-3.887, -0.413, 0.385)
H (-0.157, -2.936, -1.758)
H (1.853, -6.130, 1.637)
C (-0.197, -4.380, 5.343)
H (2.608, -1.633, -7.124)
H (-4.393, 4.742, 3.298)
H (-4.373, 5.322, 1.789)
H (-1.893, -2.955, -2.096)
H (3.646, -1.911, 4.398)
C (0.312, -3.211, 6.155)
O (0.655, -2.169, 5.263)
C (-4.676, -0.914, -0.161)
C (-0.912, -2.881, -2.550)
C (1.538, -5.113, 1.379)
C (-0.148, -0.869, 1.575)
H (2.337, -3.371, -6.711)
H (1.193, -0.783, 6.714)
Cl (-4.003, -1.426, -1.712)
O (2.882, 4.009, 0.135)
H (2.941, 3.253, 2.013)
H (-0.475, -2.865, 6.842)
H (-0.717, -1.672, 1.066)
H (-7.641, 2.359, 2.794)
H (-2.300, -3.908, 5.409)
H (1.557, 0.959, -4.351)
H (3.796, -5.283, 2.813)
H (0.576, -0.722, -9.130)
O (-5.925, 1.203, 2.524)
H (1.104, 0.751, 0.895)
C (-0.694, -1.613, -3.323)
H (3.843, -2.567, -6.247)
N (0.952, -1.355, 2.382)
H (0.547, -4.602, 4.564)
H (1.222, 2.722, -6.808)
H (0.865, -0.566, -0.291)
H (-0.699, 0.824, 2.799)
C (1.892, 1.577, -5.190)
C (-5.089, 3.320, 0.394)
H (0.467, -4.982, 1.510)
H (-1.121, 1.676, -6.888)
O (0.546, 0.593, -7.618)
H (-4.736, 2.425, 3.704)
H (-0.694, 3.652, -5.660)
H (4.027, -2.285, 2.256)
H (2.631, 2.314, -4.896)
H (0.607, -1.802, 3.222)
H (-1.854, -4.941, 4.104)
O (0.132, -2.607, -5.690)
H (0.507, -5.762, 6.661)
H (0.130, 1.075, -1.978)
H (-6.240, 3.842, 2.161)
H (6.171, -2.458, 3.524)
H (-0.821, -0.757, -2.664)
H (1.043, 4.228, -2.706)
C (3.351, 3.036, 1.027)
C (-1.016, 4.170, 1.337)
N (0.072, 3.244, -5.129)
H (-5.534, -0.276, -0.314)
C (-0.351, 1.585, -1.128)
H (-1.366, -1.544, -4.179)
H (2.341, 0.881, -5.903)
H (1.783, -4.946, 0.321)
H (3.246, 3.947, -3.795)
H (0.376, 2.350, -0.802)
H (1.058, 5.150, -1.227)
H (3.053, 2.027, 0.713)
O (-0.728, 0.742, -0.078)
H (5.898, -4.194, 3.715)
C (-7.126, 1.494, 3.212)
O (2.192, -4.152, 2.180)
H (-1.875, 4.160, 1.997)
H (1.209, 5.987, -2.777)
H (2.600, -3.074, 4.141)
H (6.203, -3.511, 2.107)
C (0.369, 0.043, 0.482)
H (-6.934, 1.607, 4.287)
N (-0.395, -5.523, 6.253)
N (-4.243, 4.473, 2.330)
H (-4.026, 1.765, 2.212)
C (0.938, -2.125, -4.943)
C (3.391, 3.830, -1.167)
N (3.602, -2.910, 4.220)
H (2.972, 2.899, -1.596)
C (4.225, -3.156, 2.900)
H (-0.607, 3.181, 1.169)
H (-0.472, -0.638, 6.108)
C (3.603, -4.352, 2.252)
H (-2.086, 0.033, 1.984)
H (3.387, 5.936, -1.669)
O (0.667, -1.555, -3.767)
C (-5.239, 3.484, 1.893)
H (-1.466, -3.239, 3.968)
H (-0.440, 0.456, -5.799)
H (-5.840, 2.643, -0.012)

SMILES   COC[C@H](C)N.COC[C@H](C)N.COC[C@H](C)N.COC[C@H](C)N.COC[C@H](C)N.COC[C@H](C)N.CCOC(=O)OC.ClCCl.ClCCl
Total charge   0
Orbital gap   9.49 eV
LUMO energy   0.0196 hartree
HOMO energy   -9.0 eV
Maximum force   1.126 eV/Å

Here are the Mulliken charges for atoms 1 to 99, given in e: 0.291 -0.335 -0.950 0.052 0.257 -0.094 0.406 0.378 0.330 0.288 -0.194 0.489 -0.188 -0.752 -0.980 0.295 -1.591 -0.199 -1.467 0.246 0.308 -0.019 -0.795 0.074 0.203 0.355 0.375 0.413 -0.708 0.354 -0.828 0.352 0.020 -0.549 0.188 0.352 1.405 0.239 0.206 0.246 0.348 0.330 -1.186 -0.055 0.584 -1.307 -0.950 0.903 0.332 0.326 -0.156 -0.239 0.249 0.411 0.173 0.314 0.335 0.054 0.402 0.249 -0.218 -0.017 0.250 0.266 -0.123 -0.156 0.220 0.223 0.298 -0.669 -1.077 0.235 0.447 -0.322 0.458 0.302 0.137 -0.034 -0.130 0.415 -0.593 0.301 -0.206 0.348 0.373 0.028 -0.009 -0.772 0.942 -0.451 0.283 -0.496 0.403 0.341 0.294 0.202 0.175 0.164 0.283


(2)
This record from OMol25 describes a cluster of 10 separate species, C30H79N2O14P2 in total. The level of theory is ωB97M-V with the def2-TZVPD basis set.

Positions of all 127 atoms, in Å:
N (7.325, 0.183, 1.416)
H (-0.729, -0.593, -0.907)
H (5.616, -6.821, -1.928)
H (7.343, -3.168, 2.694)
C (4.883, 3.228, -2.464)
H (-5.603, 1.304, -1.280)
H (2.653, 1.188, -8.204)
H (5.518, -4.506, -0.956)
H (-4.042, 3.168, -1.808)
H (-5.545, 0.749, -2.946)
O (3.545, 3.253, -1.976)
H (-5.202, 1.577, 4.010)
C (5.582, 4.526, -2.094)
H (4.605, -5.868, 1.364)
H (-1.467, 0.979, -0.530)
H (-7.411, -3.311, 1.603)
H (-0.788, -0.037, 0.759)
C (-7.726, 1.304, 4.406)
C (3.821, 1.908, -6.522)
P (5.563, 0.294, 1.708)
H (1.895, 1.897, -1.984)
O (4.919, 2.794, -6.308)
O (5.082, -0.580, 3.094)
H (4.649, 3.677, -6.596)
O (-5.378, 1.317, 4.927)
H (-2.920, 3.240, -4.028)
H (3.866, -0.557, 0.481)
O (8.010, 2.694, 1.281)
C (-9.157, -2.039, 1.697)
C (-8.460, -3.329, 1.293)
H (-8.921, -4.192, 1.785)
H (4.349, 1.552, -8.589)
H (2.963, -6.109, -0.402)
C (-3.559, -2.251, 0.572)
H (5.076, 1.102, -2.147)
H (1.778, 1.698, -5.823)
H (3.056, -4.368, -0.620)
H (-3.375, -2.136, -0.500)
C (2.632, 2.368, -5.693)
H (-3.582, 2.953, 4.352)
H (-8.653, -1.187, 1.232)
H (1.679, -0.712, -0.671)
H (4.136, 0.913, -6.194)
H (-10.730, -2.162, 0.208)
C (-2.591, -3.258, 1.175)
O (4.849, -0.492, 0.367)
H (3.208, 2.869, -8.366)
O (5.073, -5.140, 0.933)
O (-3.082, 1.396, -2.119)
C (-1.603, 4.191, 3.277)
H (-9.502, -2.619, 3.532)
H (-0.509, 1.650, 3.081)
C (9.672, -0.621, 0.964)
H (-2.111, -4.136, 3.091)
C (-10.622, -2.050, 1.290)
H (-7.180, -1.397, 4.100)
H (8.279, 3.007, 2.190)
H (2.894, 2.399, -4.631)
H (4.140, -0.352, 3.325)
H (-1.137, -1.968, 1.381)
C (0.699, 0.970, -0.444)
O (8.875, -3.651, 0.838)
H (-2.662, -2.471, 3.194)
P (7.653, -2.818, 1.335)
H (4.833, 3.136, -3.552)
H (-4.669, 3.486, -4.221)
H (-0.579, 4.230, 2.897)
H (-5.447, -1.303, 4.485)
C (-6.304, -0.743, 4.099)
H (-3.924, 1.919, -4.606)
H (3.426, -5.445, -1.983)
H (10.358, 1.495, 0.869)
C (-2.283, 2.886, 2.893)
C (-4.115, 2.311, -2.483)
C (-3.901, 2.769, -3.917)
N (9.570, 0.838, 1.000)
H (6.551, -3.068, 0.457)
H (2.328, 3.381, -5.974)
H (-3.137, 0.633, -2.711)
C (4.986, -5.335, -0.479)
C (3.525, -5.315, -0.902)
C (5.652, -6.650, -0.849)
H (-11.113, -1.123, 1.597)
H (6.629, 1.959, -2.246)
C (0.914, 1.428, -1.879)
H (10.565, -1.315, 0.778)
C (-6.548, 0.502, 4.937)
H (-2.709, -4.225, 0.678)
H (-1.578, 4.313, 4.365)
C (3.482, 1.873, -8.004)
O (5.108, 1.746, 1.886)
C (8.176, -1.001, 1.254)
C (5.600, 2.025, -1.882)
H (-1.508, 1.721, 4.550)
H (0.147, 2.143, -2.186)
H (-3.427, -1.262, 1.024)
H (-11.158, -2.869, 1.781)
H (-2.042, 0.757, 3.182)
H (-2.157, 5.045, 2.876)
H (-6.283, 2.321, -2.568)
H (-7.539, 1.641, 3.381)
C (-2.820, -3.419, 2.669)
H (6.697, -6.655, -0.529)
O (-9.059, -1.870, 3.110)
C (-1.536, 1.687, 3.456)
C (-5.468, 1.639, -2.312)
H (-2.338, 2.807, 1.804)
C (-0.653, 0.298, -0.274)
H (-3.835, -3.768, 2.877)
H (-6.737, 0.216, 5.975)
H (-6.068, -0.477, 3.063)
H (-7.883, 2.202, 5.010)
H (-4.596, -2.565, 0.717)
O (-1.251, -2.823, 0.945)
H (5.617, 2.078, -0.790)
H (0.893, 0.575, -2.567)
O (1.737, 0.051, -0.078)
H (0.770, 1.828, 0.230)
H (5.045, 5.383, -2.509)
H (3.581, 3.333, -1.012)
O (-3.619, 2.884, 3.387)
H (-8.644, 0.710, 4.416)
H (6.609, 4.542, -2.468)
H (5.163, -7.491, -0.347)
H (5.603, 4.663, -1.007)
C (8.229, 1.297, 1.250)
H (-8.504, -3.479, 0.211)

Total charge   +1
Orbital gap   6.58 eV
LUMO energy   -0.1557 hartree
HOMO energy   -10.8 eV
Maximum force   6.709 eV/Å

Here are the Mulliken charges for atoms 1 to 99, given in e: 0.323 0.493 0.384 0.159 0.637 0.319 0.369 0.274 0.260 0.350 -0.544 0.375 -1.520 0.328 0.079 0.199 -0.291 -1.270 0.399 0.604 0.192 -0.550 -0.488 0.358 -0.497 0.318 0.289 -0.360 0.515 -1.178 0.354 0.326 0.349 -0.830 0.285 0.396 0.264 0.241 -0.881 0.357 0.240 0.281 0.269 0.387 0.361 -0.165 0.350 -0.520 -0.404 -1.374 0.297 0.334 -0.332 0.321 -1.432 0.287 0.368 0.022 0.371 0.303 0.341 -0.678 0.189 0.538 0.124 0.396 0.357 0.325 -0.995 0.353 0.384 0.280 0.509 0.445 -1.366 0.008 0.032 0.317 0.269 0.668 -1.343 -1.418 0.342 0.495 -1.178 0.447 0.338 0.275 0.351 -1.360 -0.602 0.187 -1.072 0.439 0.365 0.101 0.348 0.103 0.360


(3)
This record from OMol25 describes a cluster of 7 separate species, C30H79N9O11 in total. The level of theory is ωB97M-V with the def2-TZVPD basis set.

Positions of all 129 atoms, in Å:
C (-2.589, -0.156, -1.343)
C (-4.016, 5.309, -2.267)
H (2.186, 2.446, 1.422)
N (-2.432, 2.002, 1.399)
H (-2.615, -0.518, -3.926)
C (-3.188, 0.371, -3.566)
H (-1.735, 3.107, -2.616)
C (0.448, -4.298, 0.358)
O (0.412, -0.717, -4.297)
H (1.154, -0.209, -6.126)
C (1.874, 1.491, -1.683)
H (5.921, -1.908, 1.995)
H (-0.039, -4.967, -0.302)
H (1.422, -2.938, 4.435)
H (0.400, 1.321, -3.856)
H (2.647, 4.918, -4.744)
C (-4.913, -1.316, 2.774)
H (-1.213, 6.758, -3.287)
H (2.464, -4.188, 1.175)
C (-0.243, 6.690, -2.866)
H (3.923, -5.581, -1.067)
C (2.951, 5.980, -4.534)
H (-2.831, -7.224, 3.399)
H (4.497, -4.122, -0.131)
H (-3.375, -0.307, 4.665)
H (6.754, 0.356, 1.913)
O (3.671, 1.268, 0.800)
H (3.956, 0.067, 2.790)
H (-4.094, 0.478, -4.208)
H (1.692, 1.544, -0.661)
H (3.952, 5.938, -4.024)
H (2.032, -5.704, 0.373)
H (-1.275, -7.614, 4.011)
O (-0.302, 0.377, 0.935)
H (0.854, 5.025, -2.191)
H (2.921, -3.191, 5.416)
C (-2.159, 3.910, -1.997)
C (5.740, 0.709, 1.898)
C (1.318, 0.173, -2.234)
C (-1.740, -6.874, 3.363)
H (0.336, 0.061, -1.681)
H (-5.079, 3.533, 0.730)
C (-3.116, -1.085, -0.290)
H (1.961, 0.790, -4.197)
N (-4.265, -0.550, 0.450)
H (1.599, -1.791, -2.372)
C (3.906, -4.466, -0.980)
H (0.377, -3.256, -0.046)
H (-4.896, 4.605, -2.151)
H (2.905, 6.576, -5.477)
H (2.255, 0.109, 1.055)
O (-1.454, -5.620, 3.847)
H (-4.311, 6.185, -2.847)
O (-3.614, -1.735, 3.129)
C (-5.021, -1.527, 1.249)
H (0.592, 5.930, -4.735)
H (-2.845, 1.068, 1.163)
O (-2.941, 4.643, -2.874)
H (-1.943, -3.453, 1.316)
C (5.089, 1.083, 0.587)
H (-2.777, 3.423, -1.227)
N (-0.469, -1.497, 2.213)
H (5.276, 0.250, -0.114)
H (2.606, -1.076, -1.287)
C (0.163, -0.381, -5.703)
N (-0.112, 5.285, -2.358)
H (5.872, 1.623, 2.468)
C (-2.149, -4.607, 3.147)
H (0.675, 7.718, -4.477)
H (0.039, -2.410, 2.330)
H (-0.495, 3.969, -0.753)
H (-2.533, 1.208, -3.673)
H (-1.375, 5.520, -0.737)
C (-1.496, -4.357, 1.758)
C (-3.436, -1.392, 4.507)
H (-2.044, -3.699, 3.727)
O (3.074, -2.232, 3.628)
H (-4.574, 1.958, 0.732)
C (3.262, 2.524, 1.244)
H (-2.261, -1.321, 0.448)
C (0.816, 6.773, -3.981)
C (2.456, -3.183, 4.407)
C (4.349, -2.624, 3.263)
O (2.511, -4.171, -0.848)
H (4.992, -2.548, 4.133)
H (-2.470, -1.669, 4.923)
N (-0.056, -4.271, 1.719)
H (4.291, -4.013, -1.885)
H (4.266, -1.749, 1.307)
H (0.207, -5.115, 2.225)
O (-2.815, 4.292, 1.694)
H (3.816, 2.799, 2.180)
H (3.370, 3.229, 0.408)
C (1.934, -4.629, 0.316)
H (-3.798, 5.667, -1.277)
C (4.872, -1.649, 2.192)
H (-5.061, -0.180, 2.956)
H (-0.137, 7.453, -2.070)
O (-3.677, -0.015, -2.330)
H (-4.816, -0.104, -0.268)
C (0.274, -0.540, 1.537)
C (-1.003, 4.706, -1.421)
H (5.533, 1.904, 0.095)
H (-0.167, -1.231, -6.341)
H (-1.729, -5.165, 1.049)
H (1.288, 2.291, -2.122)
H (-1.452, 2.001, 1.630)
H (2.889, 1.623, -2.031)
H (2.021, -1.291, 2.166)
H (-1.326, -6.950, 2.339)
H (-1.758, -0.717, -1.746)
H (-2.328, 0.825, -0.989)
N (-4.540, 2.821, 1.176)
H (-5.682, -1.873, 3.309)
C (-3.196, 3.164, 1.433)
N (1.634, -0.525, 1.627)
H (-4.726, -2.559, 1.028)
H (-6.104, -1.399, 1.122)
H (2.474, -4.208, 4.082)
H (-4.256, -1.803, 5.220)
O (2.142, 6.587, -3.500)
H (4.383, -3.635, 2.822)
H (-3.155, -4.853, 2.964)
C (1.021, 0.470, -3.670)
N (4.889, -0.263, 2.655)
H (-0.562, 0.498, -5.730)
H (-1.485, -1.311, 2.328)
H (-3.520, -1.923, -0.848)
N (2.179, -0.950, -2.194)

SMILES   COC[C@H](C)N.COCCNCCOC.COCCNCCOC.COCCNCCOC.COCCNCCOC.NC(N)=O.NC(N)=O
Total charge   0
Orbital gap   8.41 eV
LUMO energy   0.0209 hartree
Relative energy (zero: lowest compared OMol25 entry of this formula, charge and spin)   0.00 kcal/mol
HOMO energy   -7.8 eV
Maximum force   3.202 eV/Å

Here are the Mulliken charges for atoms 1 to 99, given in e: 0.117 -0.744 0.213 0.300 0.347 -0.617 -0.676 -0.102 -0.339 0.348 -1.305 0.511 0.474 0.277 0.457 0.230 -0.729 0.336 0.022 -0.723 0.353 -0.585 0.258 0.278 0.365 0.490 0.073 0.373 0.301 -0.042 0.231 0.421 0.277 -0.433 0.238 0.314 1.001 -1.108 2.247 -0.653 -1.286 0.259 0.001 0.473 0.010 0.315 -0.807 -0.180 0.255 0.294 -0.144 -0.483 0.288 -0.002 -0.913 0.283 -0.255 -0.470 -0.493 -0.633 0.041 0.465 0.249 0.108 -0.750 0.115 0.350 0.014 0.422 -0.262 0.213 0.115 0.374 -0.354 -1.087 -0.276 -0.369 0.244 -0.931 -1.187 -0.541 -1.014 -0.895 -0.206 0.494 0.337 0.076 0.235 -0.072 0.252 -0.667 0.330 0.322 -0.495 0.343 -0.192 0.312 0.301 -0.476